# 1
78
Properties=species:S:1:pos:R:3 method="wB97M-V/def2-TZVPD" homo_lumo_gap_ev=9.2 lumo_ha=0.01214 multiplicity=1 fmax_ev_per_a=3.76
C -1.55 -4.24 -3.61
H -1.83 3.73 4.09
C -3.11 5.23 6.84
H -0.78 7.48 5.87
C 5.16 -0.24 -2.03
C -1.54 -5.02 -0.95
C -0.86 -3.88 -1.34
Cl -4.29 5.01 8.09
C 5.49 1.23 -0.16
C 4.03 -5.15 -2.62
H 2.53 1.85 -1.67
C -2.33 6.38 6.84
Cl -3.39 1.76 -1.24
O 2.39 2.67 0.71
C -0.12 1.39 -2.54
C -1.19 5.63 4.87
H 1.51 1.27 -1.15
C -2.93 4.28 5.85
H -0.45 5.77 4.10
H -6.31 1.56 3.51
C -4.48 2.17 2.56
C 2.42 -6.72 -1.76
H 4.29 -3.37 -1.46
C -6.30 1.06 1.43
H -4.05 2.58 3.46
Cl 5.67 -1.54 -3.05
Cl 7.48 -0.53 -0.63
Cl -3.88 2.84 5.80
H 3.92 2.62 0.23
H 4.75 -4.86 -3.37
H 3.54 -7.02 -3.56
C -3.78 2.21 1.37
H -2.79 2.66 1.34
C 3.79 -4.31 -1.54
C -1.38 6.58 5.86
C -1.97 4.48 4.86
C 1.00 1.29 -3.57
S 1.06 3.12 0.61
C -0.19 1.05 0.09
H -1.24 0.79 0.02
H 1.88 -7.65 -1.84
Cl 0.06 -2.09 -3.14
H -2.75 -6.68 -1.59
C -4.33 1.68 0.21
C 3.49 1.39 -1.47
Cl 2.58 -3.59 0.74
O 1.88 0.20 -3.35
C 3.93 0.36 -2.28
C -5.75 1.59 2.59
H -2.48 7.12 7.62
H -2.77 -5.96 -3.96
Cl -1.57 -3.79 -5.28
H 6.10 1.56 0.67
H -7.28 0.61 1.45
C -2.22 -5.78 -1.89
O 0.04 2.00 1.11
Br 0.77 -0.60 0.53
H 1.53 2.24 -3.53
C 2.18 -5.88 -0.68
C -5.59 1.10 0.24
C -2.24 -5.38 -3.22
C 3.35 -6.36 -2.72
Cl -6.29 0.41 -1.18
O 0.54 3.05 -0.89
C 5.94 0.19 -0.97
C 0.47 1.62 -1.17
C 4.27 1.82 -0.41
H -0.31 -3.30 -0.61
H -0.81 0.55 -2.59
H -0.69 2.29 -2.78
H -1.53 -5.33 0.08
C -0.85 -3.50 -2.67
O 0.71 4.37 1.17
H 3.32 0.01 -3.10
C 2.87 -4.68 -0.58
Cl 0.99 -6.29 0.49
H 0.59 1.17 -4.58
H 1.67 -0.27 -2.54


# 2
53
Properties=species:S:1:pos:R:3 method="wB97M-V/def2-TZVPD" homo_lumo_gap_ev=8.1 lumo_ha=0.01400 multiplicity=1 fmax_ev_per_a=0.78 relative_energy_ev=2.0831
H -4.42 -2.00 -1.86
H 6.14 -0.20 4.94
O 4.28 -1.51 2.46
H 0.31 2.45 -4.60
H -3.32 0.03 2.66
H 3.25 -1.43 0.17
C 5.65 -0.16 3.97
C -2.84 -0.37 -4.35
S -3.17 2.74 -2.71
C -2.46 -0.07 1.99
H -1.25 1.36 3.04
C 3.14 -0.82 2.21
H -2.54 2.09 -0.23
C -1.73 2.23 -2.08
O -1.30 -2.07 1.47
C 4.88 -1.46 3.74
C -3.62 -1.54 -2.41
H -2.13 -1.98 -0.93
H -3.04 0.10 -5.31
H -0.55 0.31 -5.62
C -1.61 -1.22 2.46
N -0.57 1.44 -0.19
H 4.98 0.69 3.94
C -0.45 0.41 -4.54
C -3.86 -0.97 -3.65
H 0.18 1.72 -2.21
C 2.41 -0.10 3.15
H -1.47 2.33 -4.59
H -4.86 -0.98 -4.06
H 5.57 -2.31 3.74
O -1.22 -1.37 3.59
C 1.52 -0.23 0.53
H -2.27 2.08 1.79
H 6.41 -0.04 3.20
C -2.34 -1.53 -1.89
N -1.68 1.95 -0.74
C -0.49 1.11 1.04
C -0.55 1.91 -4.19
C -1.55 -0.34 -3.83
C 2.68 -0.87 0.89
H -0.31 -0.92 -2.19
H 4.13 -1.62 4.52
H 1.16 -0.29 -0.48
C 1.23 0.54 2.77
C -1.63 1.22 2.03
H -0.72 -2.78 1.79
C -1.31 -0.93 -2.60
H 0.52 0.03 -4.24
H -2.81 -0.28 0.98
C 0.76 0.48 1.47
H 0.70 1.10 3.53
N -0.58 2.10 -2.76
H 2.73 -0.02 4.17


# 3
16
Properties=species:S:1:pos:R:3 method="wB97M-V/def2-TZVPD" homo_lumo_gap_ev=9.9 lumo_ha=0.00577 multiplicity=1 fmax_ev_per_a=5.31 relative_energy_ev=2.7425
S 2.17 -0.79 0.12
H 2.19 1.30 1.34
O 3.15 -0.38 -0.89
O -0.97 -1.99 0.17
N -1.20 1.57 -0.19
H 0.49 -0.41 -1.67
C 0.76 0.03 -0.66
O 2.37 0.13 1.49
H -0.14 0.35 1.36
O -2.94 -0.61 0.18
H -1.88 1.72 0.51
H 1.40 0.85 -1.06
C -0.47 0.39 0.23
H -1.53 -2.73 0.02
H -1.68 1.29 -1.10
C -1.71 -0.72 0.14


# 4
88
Properties=species:S:1:pos:R:3 method="wB97M-V/def2-TZVPD" homo_lumo_gap_ev="6.8 / 4.3" lumo_ha="-0.22046 / -0.33524" charge=+2 multiplicity=5 fmax_ev_per_a=5.86 relative_energy_ev=5.5528
C -0.18 2.04 1.22
H -5.23 0.79 -3.09
H -5.11 -2.00 -1.41
C 1.43 -1.81 1.10
C 1.31 4.42 -3.69
H -3.71 5.56 1.91
C 1.78 2.17 3.14
H -0.86 1.42 0.61
C 0.44 2.20 3.63
H 0.77 -4.60 -2.01
H -0.62 7.00 0.71
H 1.03 -2.08 -3.98
C 1.66 3.10 -3.31
H 1.73 -3.88 -0.68
C 2.13 2.01 1.79
H 2.19 -2.13 1.82
H -2.46 3.42 1.69
H -4.33 -3.00 -0.16
H -3.20 6.05 -1.43
H -3.43 -0.97 2.62
C 1.52 2.54 -5.67
N 0.90 3.69 -5.93
Fe -0.24 2.43 -1.50
C -2.34 -0.96 0.77
H -3.52 1.13 -3.42
C -2.49 4.12 0.85
C 1.30 -1.42 -1.35
Br 0.03 2.02 5.35
C 0.25 -2.43 -3.29
H -0.59 -1.75 -3.37
C 1.37 2.45 -0.67
H 0.97 -0.88 1.48
H -2.91 -2.15 -2.77
H -1.81 -1.92 0.84
H -2.56 3.86 -1.99
C 1.96 2.19 -4.37
H -4.30 -0.13 1.33
C -2.20 5.96 -1.88
H 1.18 4.55 0.71
H -2.16 -2.94 -1.39
C -4.21 0.44 -2.92
N 2.09 -1.56 -0.20
C 0.17 4.96 0.76
C 0.30 6.45 0.50
H 3.19 0.22 0.14
H 1.08 6.85 1.17
H 0.69 -2.61 1.03
P -0.98 3.85 -0.21
N 0.75 -2.51 -1.91
H 2.44 1.22 -4.22
C 0.81 -3.81 -1.25
H 1.66 1.86 -6.51
H -0.06 -3.95 -0.59
C 3.36 -0.86 -0.04
P -2.39 -0.58 -1.05
C -4.31 -2.73 -1.22
H -3.35 3.82 0.24
H -1.67 -0.21 1.21
C -3.65 -0.99 1.55
H 3.99 -0.99 -0.92
H 2.57 2.23 3.89
C 1.21 2.17 0.74
C -2.74 5.53 1.40
S 0.96 -0.01 -2.25
H 1.33 5.23 -2.97
H -4.79 -0.08 -0.89
H -4.54 -3.64 -1.78
H -1.98 5.83 2.14
C -3.93 0.37 -1.41
C 1.44 2.73 -1.95
H 3.90 -1.27 0.82
H 3.14 1.75 1.54
H -2.77 6.30 0.62
H 0.64 6.65 -0.53
H -0.13 4.79 1.80
H -1.54 6.71 -1.41
H -0.98 4.31 -2.65
H 0.26 5.54 -5.23
H -4.11 -0.53 -3.42
H -3.75 1.37 -0.99
H -0.06 -3.43 -3.60
C -0.53 2.13 2.58
C 0.79 4.61 -4.97
H -4.22 -1.91 1.36
H -2.32 6.27 -2.93
C -1.69 4.51 -1.82
C -2.94 -2.23 -1.68
H -1.56 1.93 2.82